DFT (ωB97M-V/def2-TZVPD) results for 6 unconnected molecules or ions with the total composition C8H29O9P in a non-equilibrium geometry.

The geometry in XYZ format:
```
47
Properties=species:S:1:pos:R:3:forces:R:3:mulliken_charge:R:1
C -0.6693 -20.0574 -29.0652 -0.1 0.6 1.8 -0.66
O -1.9333 -19.4228 -28.9196 -0.2 0.0 -0.4 -0.55
H -0.2999 -19.8414 -30.0677 0.0 -0.7 0.1 0.17
H 0.0225 -19.6812 -28.3115 0.4 0.9 -0.3 0.39
H -0.6919 -21.0702 -28.6629 -0.3 -0.8 -1.2 0.45
H -2.1124 -19.2429 -27.9938 0.2 0.0 0.0 0.16
C 2.4812 -21.2548 -29.4723 -0.6 -1.2 0.2 -0.46
O 3.1506 -20.2100 -30.0364 1.3 2.5 -0.3 -0.47
H 2.0204 -21.7440 -30.3305 -0.5 -1.0 0.6 0.24
H 3.1431 -21.8870 -28.8804 0.0 -0.5 -0.2 0.34
H 1.7405 -20.9007 -28.7554 -0.1 0.2 -0.3 0.04
H 3.8784 -20.5258 -30.5769 -0.1 -0.1 0.0 0.30
C 0.8404 -20.1172 -33.0791 -0.1 1.3 0.5 -0.34
O 1.0485 -20.5106 -34.3742 0.5 -1.3 -2.3 -0.56
H 0.3115 -20.8373 -32.4547 0.3 -0.1 0.2 0.31
H 1.8434 -19.8437 -32.7517 -0.2 -0.2 0.8 0.07
H 0.2864 -19.1793 -33.1194 -0.3 0.1 0.6 0.24
H 0.3212 -20.9953 -34.7712 -0.2 0.1 0.3 0.29
C -2.7837 -20.2235 -25.5524 1.3 0.4 0.9 -0.62
O -2.3287 -18.8875 -25.1928 -1.1 -0.2 -1.3 -0.54
H -3.2518 -20.3154 -26.5325 -0.1 0.9 0.1 0.30
H -1.8486 -20.7772 -25.6358 -0.3 -0.8 0.3 0.28
H -3.4826 -20.5926 -24.8019 0.2 -0.2 0.0 0.29
H -2.0012 -18.8050 -24.2942 -0.1 -0.5 0.1 0.27
C -2.3542 -15.5880 -26.6120 0.0 -1.4 -0.5 -0.50
O -1.5095 -16.4252 -25.8365 0.6 0.9 0.3 -0.53
H -2.5443 -16.1825 -27.5056 -0.4 0.5 -0.5 0.19
H -3.3124 -15.4496 -26.1112 0.0 0.6 0.0 0.24
H -1.8541 -14.6739 -26.9321 -0.1 0.0 0.5 0.24
H -1.8549 -17.3167 -25.9232 0.0 -0.2 0.2 0.42
C 2.7823 -16.6200 -35.5867 -2.2 -0.7 0.4 -0.67
O 3.3781 -16.7034 -34.3103 0.9 1.1 2.6 -0.31
P 2.7877 -15.9334 -32.9746 -1.5 -0.8 -1.7 0.83
O 1.9602 -14.7526 -33.3549 1.4 -1.3 1.2 -0.71
O 1.8746 -17.1916 -32.3355 3.7 1.5 -3.4 0.01
C 1.2727 -17.0821 -31.1319 -1.5 -1.2 2.1 -0.54
O 4.0820 -15.7143 -32.0065 -2.7 0.8 -2.2 -0.35
C 5.0053 -16.7797 -31.9811 0.4 -0.4 1.6 -0.54
H 1.9630 -15.9015 -35.5650 0.4 0.6 -0.3 0.34
H 2.2244 -17.5549 -35.6391 0.3 -0.3 -0.8 0.23
H 3.4635 -16.4989 -36.4290 0.2 0.1 0.5 0.23
H 1.2821 -18.0421 -30.6159 0.9 -0.4 0.1 -0.01
H 0.2014 -17.0822 -31.3329 -0.3 1.5 0.5 0.30
H 1.7800 -16.3922 -30.4575 -0.8 0.5 0.0 0.40
H 5.0094 -17.3815 -32.8900 0.2 0.2 0.2 0.32
H 4.6750 -17.3271 -31.0983 0.4 -0.8 -0.2 0.21
H 5.9486 -16.3068 -31.7078 0.2 -0.3 -0.5 0.25
```
Positions in Å, forces in eV/Å.

Frontier orbital gap: 0.375 hartree
Net charge: 0
ΔE to the lowest compared entry with this formula, charge and spin: 193.2 kJ/mol
Structure (SMILES): COP(=O)(OC)OC.CO.CO.CO.CO.CO

DFT (ωB97M-V/def2-TZVPD) results for a molecular structure, C8H2AlCl3F3O3S3Sb in a non-equilibrium geometry.

The geometry in XYZ format:
```
24
Properties=species:S:1:pos:R:3:forces:R:3:mulliken_charge:R:1
Al 0.0429 0.0338 0.5543 0.9 -0.3 0.8 0.12
S 3.3196 2.4042 2.6908 0.1 0.3 0.1 -0.40
Sb 2.6150 0.2221 2.3161 -0.7 -0.1 -0.5 0.46
S 2.2073 0.1408 -0.0846 0.0 0.0 0.4 -0.48
S 0.2347 0.2179 2.8110 0.5 -0.1 -0.1 -0.49
Cl -4.6693 5.7753 -0.1694 -0.1 0.1 0.0 -0.25
C -3.5564 4.4424 -0.1077 0.1 -0.2 0.0 0.60
C -4.0397 3.1495 -0.1933 0.0 -0.1 0.0 -0.82
C -3.1430 2.0968 -0.1508 0.1 0.2 0.0 0.57
Cl -3.7092 0.4685 -0.2392 -0.1 -0.1 0.0 -0.18
C -1.7597 2.3027 -0.0314 0.0 -0.2 0.1 -0.26
O -0.9185 1.3048 -0.0213 -0.4 0.3 -0.6 -0.13
C -1.3177 3.6308 0.0635 -0.2 -0.1 0.0 0.57
Cl 0.3773 3.9012 0.2317 0.0 0.1 0.0 -0.19
C -2.2021 4.6937 0.0232 0.0 0.1 0.0 -0.77
H -5.0972 2.9485 -0.2871 0.0 0.0 0.0 0.42
H -1.8397 5.7089 0.0994 0.0 0.0 0.0 0.43
F -2.9041 -2.7170 1.0757 0.0 0.0 0.0 -0.24
C -2.1960 -3.3091 0.1056 0.1 0.0 0.1 0.81
F -2.2435 -4.6313 0.3115 -0.1 0.1 -0.1 -0.26
F -2.8195 -3.0526 -1.0636 0.1 0.0 0.1 -0.25
C -0.7250 -2.8011 0.0564 0.0 -0.1 -0.4 0.49
O 0.1496 -3.5920 -0.1793 0.0 0.0 0.2 -0.56
O -0.6566 -1.5275 0.1911 -0.5 0.1 -0.1 -0.16
```
Positions in Å, forces in eV/Å.

Spin multiplicity: 2
Frontier orbital gap (alpha / beta): 0.302 / 0.216 hartree
Net charge: -1

DFT (ωB97M-V/def2-TZVPD) results for 8 unconnected molecules or ions with the total composition C8H30ClN12O11 in a non-equilibrium geometry.

The geometry in XYZ format:
```
62
Properties=species:S:1:pos:R:3:forces:R:3:mulliken_charge:R:1
Cl 5.8283 1.2611 -0.8980 -1.2 0.1 0.4 1.65
O 5.5860 1.5503 -2.2863 0.9 0.7 -0.5 -0.66
O 6.7654 2.1102 -0.2241 1.7 0.2 -1.0 -0.64
O 4.6349 1.4437 -0.1771 -2.9 0.3 1.0 -0.70
O 6.1609 -0.1204 -0.8009 1.5 -1.6 0.1 -0.66
C 0.0916 2.3039 -2.6310 -0.5 0.0 -2.0 -0.92
C 0.2850 3.5467 -1.8111 0.7 0.3 -2.1 -0.29
O 0.1085 3.1765 -0.5249 0.2 -0.1 2.8 -0.50
H -0.9670 2.0660 -2.7354 0.0 -0.2 0.2 0.26
H 0.6350 1.4277 -2.2772 0.0 0.2 0.5 0.30
H 0.4775 2.4279 -3.6428 -0.1 0.2 -0.3 0.30
H -0.3505 4.4029 -2.0375 -0.4 -0.3 -0.3 0.30
H 1.2972 3.9001 -2.0074 0.3 0.3 0.1 0.24
H 0.8835 2.6230 -0.4043 -0.1 -0.3 1.0 0.32
C 5.5466 -3.4952 2.8888 1.2 -3.1 4.0 0.64
O 5.4321 -4.2063 3.8944 -0.8 -0.1 -0.3 -0.70
N 4.6399 -2.8867 2.2537 -6.6 3.4 -2.3 -0.34
N 6.6886 -3.3454 2.3125 5.2 0.2 -1.8 -0.36
H 4.7954 -2.1380 1.5939 0.4 -0.3 -0.1 0.17
H 3.6925 -2.8637 2.6031 0.3 -0.1 0.3 0.22
H 6.8417 -2.6014 1.6468 0.3 -0.5 0.0 0.18
H 7.3826 -4.0588 2.4839 0.1 0.6 0.1 0.19
C 8.7044 0.8197 -6.5726 2.0 -0.7 -3.1 0.66
O 9.4559 0.7165 -7.5287 2.3 0.0 -0.1 -0.70
N 7.4442 0.8057 -6.8688 -5.2 -0.1 0.3 -0.39
N 8.9959 0.8855 -5.3031 1.0 0.4 2.9 -0.33
H 7.1842 0.3375 -7.7251 0.1 0.3 0.2 0.23
H 6.8132 0.6984 -6.0875 -0.4 -0.1 -0.4 0.16
H 9.9574 0.9835 -5.0098 -0.4 0.1 0.0 0.20
H 8.2318 1.0316 -4.6590 0.5 0.0 0.3 0.16
C 3.7172 5.9115 3.2889 -4.8 -1.5 1.8 0.64
O 2.6033 5.3653 3.4401 1.0 0.7 -0.5 -0.69
N 3.9276 7.1485 3.6499 0.1 4.8 1.1 -0.38
N 4.7746 5.2547 2.9816 3.4 -2.5 -1.8 -0.36
H 4.7580 7.6990 3.4840 0.0 -0.6 -0.1 0.15
H 3.1862 7.6968 4.0620 -0.1 -0.5 -0.3 0.22
H 4.5851 4.3435 2.5895 0.5 0.0 -0.1 0.24
H 5.6261 5.7589 2.7794 -0.1 -0.6 -0.2 0.18
C 1.8021 -0.3988 -6.8784 -1.0 -0.9 -1.2 0.62
O 2.1433 0.3588 -7.7083 1.2 3.4 -3.2 -0.64
N 2.2247 -0.4219 -5.6728 3.2 0.4 5.6 -0.37
N 0.9137 -1.3401 -7.0757 -2.7 -2.7 -1.1 -0.38
H 3.0631 0.1181 -5.5131 -0.1 -0.1 0.2 0.20
H 2.1720 -1.2799 -5.1426 0.0 0.3 0.1 0.19
H 0.7794 -1.9968 -6.3202 -0.7 0.1 -0.6 0.15
H 0.2662 -1.2070 -7.8393 0.2 -0.5 0.3 0.22
C 5.5226 -3.7868 -4.5938 1.6 -3.4 -4.3 0.65
O 4.9868 -4.5308 -5.4434 -1.0 1.2 0.9 -0.70
N 5.0458 -3.4066 -3.4695 -3.1 0.5 3.1 -0.36
N 6.7976 -3.4762 -4.7940 3.0 1.1 -0.4 -0.43
H 4.1579 -3.8727 -3.3490 0.0 0.4 0.9 0.24
H 5.5828 -3.0239 -2.7045 -0.3 0.1 -0.2 0.19
H 7.1996 -3.7671 -5.6738 -0.2 -0.1 0.3 0.22
H 7.4232 -3.4462 -4.0017 0.0 0.3 -0.3 0.20
C 12.4305 2.2153 1.9667 1.7 -4.4 -0.1 0.66
O 12.7416 1.0740 1.6123 -0.5 0.1 -1.0 -0.68
N 13.2973 2.8756 2.6724 3.2 3.1 2.6 -0.38
N 11.2767 2.7680 1.8197 -4.4 1.8 -1.0 -0.33
H 14.2279 2.5115 2.8189 -0.5 -0.2 -0.2 0.21
H 13.0911 3.7378 3.1564 0.0 -0.1 -0.3 0.15
H 10.5428 2.2963 1.3108 0.3 -0.1 0.1 0.20
H 10.9914 3.6019 2.3130 0.3 -0.2 -0.2 0.17
```
Positions in Å, forces in eV/Å.

Frontier orbital gap: 0.328 hartree
Net charge: -1

DFT (ωB97M-V/def2-TZVPD) results for 7 unconnected molecules or ions with the total composition C8H30N6O7 in a non-equilibrium geometry.

The geometry in XYZ format:
```
51
Properties=species:S:1:pos:R:3:forces:R:3:mulliken_charge:R:1
C 16.5289 -8.7417 -16.4696 0.1 0.6 -1.0 -0.70
O 16.0117 -9.2976 -17.7044 0.0 -0.4 0.6 -0.57
H 15.6920 -8.4328 -15.8434 0.3 -0.1 0.2 0.26
H 17.2208 -9.4135 -15.9616 -0.4 -0.4 -0.2 0.23
H 17.1298 -7.8910 -16.7911 0.0 0.3 0.5 0.32
H 15.6386 -8.5597 -18.1921 0.0 0.1 -0.1 0.31
C 19.0249 -13.5059 -16.9153 0.3 0.7 -0.5 -0.36
O 20.3674 -13.9394 -17.2205 -0.7 0.0 0.6 -0.54
H 19.1260 -12.4866 -16.5428 0.0 0.0 0.0 0.08
H 18.4239 -13.4414 -17.8224 0.0 -0.1 -0.1 0.08
H 18.4591 -14.0410 -16.1526 0.5 -0.6 0.0 0.39
H 20.3568 -14.8667 -17.4687 -0.1 -0.1 -0.1 0.28
C 13.2784 -11.3399 -20.2438 -0.9 -0.3 -0.1 -0.67
O 13.8257 -12.1069 -21.3056 0.1 0.1 0.0 -0.57
H 13.8181 -10.3946 -20.1877 -0.1 -0.1 0.3 0.20
H 12.2161 -11.1482 -20.3950 0.0 0.4 -0.4 0.36
H 13.2368 -11.8963 -19.3074 0.8 0.0 0.2 0.28
H 13.1264 -12.4416 -21.8718 0.0 -0.1 0.0 0.28
C 21.5532 -10.6046 -18.4217 1.1 -0.4 0.8 0.65
O 21.8502 -9.6053 -18.9826 0.3 3.7 -1.9 -0.66
N 21.6891 -10.7161 -17.1069 0.1 0.1 3.6 -0.35
N 21.2085 -11.6948 -19.0344 -1.7 -3.8 -2.3 -0.25
H 21.3735 -11.4871 -16.5359 0.0 0.0 -0.5 0.19
H 21.9690 -9.8884 -16.6003 0.0 -0.2 -0.3 0.21
H 20.8682 -11.6951 -19.9853 0.4 0.4 0.1 0.04
H 21.1863 -12.6196 -18.6290 -0.2 0.2 0.4 0.20
C 17.7497 -11.4228 -19.9239 -1.3 2.1 0.1 0.65
O 18.4467 -12.1024 -20.5815 3.0 -3.7 -3.1 -0.71
N 16.5694 -11.0313 -20.2658 -6.1 0.1 -2.7 -0.27
N 18.1398 -10.7389 -18.9197 3.1 1.2 4.1 -0.04
H 16.0779 -11.5086 -21.0079 0.2 0.0 0.1 0.20
H 15.9319 -10.5390 -19.6564 0.6 -0.1 0.2 0.10
H 17.4951 -10.1465 -18.4163 0.6 0.2 0.1 0.21
H 19.1463 -10.8004 -18.8632 -0.1 0.5 1.1 -0.06
C 16.0856 -15.1509 -22.1047 -4.4 -0.4 1.9 0.62
O 15.0330 -15.7880 -21.9664 0.0 -0.1 -0.6 -0.75
N 16.1435 -13.8630 -21.8155 0.8 2.7 -0.2 -0.09
N 17.2146 -15.7142 -22.3501 4.1 -2.3 -1.3 -0.33
H 17.0222 -13.3950 -21.9858 -0.2 0.2 0.3 0.10
H 15.3275 -13.2851 -21.6729 -0.1 -0.5 0.0 0.09
H 18.0916 -15.2142 -22.3222 -0.1 -0.2 0.1 0.20
H 17.2331 -16.7188 -22.4532 0.0 0.3 0.0 0.20
C 20.2808 -13.9293 -23.8744 0.3 -1.0 0.9 -0.98
C 21.1292 -13.8133 -22.6141 -0.4 -0.4 1.0 -0.29
O 20.3167 -13.7956 -21.3960 1.2 -0.5 -1.3 -0.40
H 19.8479 -14.9294 -23.8494 -0.2 -0.1 0.0 0.21
H 20.9540 -13.9692 -24.7307 -0.4 0.7 -0.3 0.37
H 19.4335 -13.2437 -23.8673 0.4 0.4 -0.5 0.30
H 21.8751 -13.0187 -22.6298 -0.4 0.6 0.0 0.33
H 21.7499 -14.7052 -22.5286 -0.1 -0.2 0.1 0.33
H 19.7815 -12.9989 -21.3767 -0.4 0.3 0.1 0.33
```
Positions in Å, forces in eV/Å.

Frontier orbital gap: 0.338 hartree
Net charge: 0
ΔE to the lowest compared entry with this formula, charge and spin: 78.5 kJ/mol
Structure (SMILES): NC(N)=O.NC(N)=O.NC(N)=O.CCO.CO.CO.CO

Short version: E = -36480.508; -105840.716; -61706.019; -32055.970 eV, in the order given.